[1]
{
  "formula": "C39H41BrClN5O5PSSr",
  "method": "the ωB97M-V functional and the def2-TZVPD basis",
  "orbital_gap_ev": 8.21,
  "total_charge": 1,
  "spin_multiplicity": 1,
  "energy_ha": -5965.15008,
  "de_lowest_kcal_mol": 0.0,
  "homo_energy_ev": -9.9092,
  "species": ["Sr", "C", "O", "C", "C", "O", "C", "C", "O", "C", "H", "H", "H", "H", "H", "H", "H", "H", "H", "H", "H", "H", "H", "H", "Cl", "C", "C", "C", "C", "C", "C", "P", "C", "C", "C", "C", "C", "C", "C", "C", "C", "C", "C", "C", "H", "H", "H", "H", "H", "H", "H", "H", "H", "H", "H", "H", "H", "H", "N", "C", "C", "C", "C", "C", "C", "S", "O", "O", "N", "C", "N", "C", "C", "C", "N", "H", "H", "H", "H", "H", "H", "H", "H", "H", "Br", "C", "C", "C", "C", "N", "C", "H", "H", "H", "H"],
  "positions_angstrom": [[1.1531, -0.5849, 0.3286], [3.9645, 0.4874, -1.9314], [3.3136, -0.5874, -1.2609], [4.2130, -1.5759, -0.7592], [4.7259, -1.1825, 0.6092], [3.5794, -0.9058, 1.4027], [3.7903, -0.9542, 2.8087], [2.4504, -0.6574, 3.4584], [1.4115, -1.4180, 2.8649], [1.3971, -2.7919, 3.2639], [4.7043, 0.9725, -1.2922], [3.1993, 1.2136, -2.1975], [4.4558, 0.1207, -2.8368], [5.0412, -1.7330, -1.4556], [3.6345, -2.4981, -0.6843], [5.3718, -0.2987, 0.5742], [5.2977, -2.0103, 1.0398], [4.5262, -0.2041, 3.1173], [4.1693, -1.9431, 3.0837], [2.1828, 0.3922, 3.3138], [2.5025, -0.8484, 4.5345], [1.3087, -2.8559, 4.3513], [2.3040, -3.3073, 2.9389], [0.5402, -3.2585, 2.7869], [3.0196, 2.0774, 0.9233], [2.3452, 3.6723, 0.6322], [3.2303, 4.7228, 0.4802], [2.7235, 5.9955, 0.2625], [1.3526, 6.1950, 0.2094], [0.4842, 5.1258, 0.3726], [0.9632, 3.8341, 0.5860], [-0.1267, 2.3747, 0.7597], [-1.7873, 3.0661, 0.4905], [-2.2709, 3.0811, -0.8174], [-3.5365, 3.5745, -1.0935], [-4.3343, 4.0501, -0.0608], [-3.8626, 4.0307, 1.2443], [-2.5936, 3.5393, 1.5219], [-0.0664, 2.0574, 2.5609], [0.5983, 2.8728, 3.4766], [0.6146, 2.5399, 4.8230], [-0.0378, 1.3968, 5.2692], [-0.7037, 0.5828, 4.3649], [-0.7119, 0.9065, 3.0154], [4.2958, 4.5460, 0.5325], [3.4037, 6.8271, 0.1377], [0.9548, 7.1872, 0.0444], [-0.5841, 5.2934, 0.3339], [-1.6576, 2.6990, -1.6271], [-3.9021, 3.5783, -2.1119], [-5.3243, 4.4316, -0.2733], [-4.4827, 4.3991, 2.0511], [-2.2358, 3.5253, 2.5437], [1.0977, 3.7740, 3.1426], [1.1287, 3.1808, 5.5276], [-0.0302, 1.1462, 6.3221], [-1.2139, -0.3091, 4.7049], [-1.2480, 0.2776, 2.3101], [-2.4041, -6.1175, -4.9267], [-1.9571, -5.4383, -3.8144], [-2.2415, -5.9139, -2.5295], [-1.7541, -5.2630, -1.4147], [-0.9643, -4.1332, -1.5704], [-0.6760, -3.6446, -2.8382], [-1.1672, -4.2893, -3.9535], [-0.3697, -3.2830, -0.1658], [1.0668, -2.9943, -0.3793], [-0.6661, -4.0734, 1.0003], [-0.9671, -1.8072, -0.1149], [-2.2993, -1.5507, 0.0608], [-3.2085, -2.5240, -0.0610], [-4.4796, -2.1632, 0.0544], [-4.8776, -0.8551, 0.2803], [-3.8599, 0.0747, 0.3969], [-2.5770, -0.2531, 0.2964], [-3.1653, -6.7618, -4.7983], [-2.4314, -5.6148, -5.7969], [-2.8505, -6.8018, -2.4129], [-1.9834, -5.6164, -0.4194], [-0.0586, -2.7618, -2.9475], [-0.9345, -3.9170, -4.9444], [-5.2104, -2.9592, -0.0440], [-5.9177, -0.5789, 0.3642], [-4.0717, 1.1247, 0.5787], [-3.4144, 0.5558, -3.4541], [-1.5762, 0.1495, -3.5303], [-0.9798, -0.2650, -4.7074], [0.3729, -0.5634, -4.6751], [1.0595, -0.4421, -3.4781], [0.4822, -0.0323, -2.3467], [-0.8179, 0.2604, -2.3776], [-1.5563, -0.3524, -5.6183], [0.8897, -0.8957, -5.5648], [2.1089, -0.6981, -3.4173], [-1.2818, 0.5758, -1.4489]],
  "lowdin_charge": [1.365, -0.105, -0.324, -0.166, -0.166, -0.287, -0.169, -0.192, -0.300, -0.042, 0.079, 0.088, 0.102, 0.141, 0.127, 0.132, 0.142, 0.141, 0.132, 0.100, 0.142, 0.103, 0.101, 0.073, 0.761, -0.617, -0.097, -0.063, -0.059, -0.060, -0.386, 1.045, -0.395, -0.122, -0.086, -0.075, -0.072, -0.079, -0.406, -0.088, -0.068, -0.072, -0.068, -0.119, 0.109, 0.113, 0.113, 0.107, 0.088, 0.096, 0.109, 0.110, 0.109, 0.107, 0.110, 0.110, 0.117, 0.084, 0.110, -0.312, -0.017, -0.050, -0.305, -0.054, -0.022, 0.592, -0.455, -0.295, -0.248, -0.471, 0.147, -0.113, -0.052, -0.129, 0.102, 0.096, 0.094, 0.115, 0.116, 0.092, 0.110, 0.114, 0.101, 0.099, 0.812, -0.645, -0.092, -0.046, -0.142, 0.024, -0.224, 0.113, 0.115, 0.102, 0.042]
}


[2]
{
  "formula": "C39H42BCl2N6O9Sc",
  "method": "the ωB97M-V functional and the def2-TZVPD basis",
  "orbital_gap_ev": 6.90,
  "spin_multiplicity": 1,
  "energy_ha": -4223.17133,
  "de_lowest_kcal_mol": 0.0,
  "homo_energy_ev": -7.1953,
  "species": ["Sc", "C", "O", "C", "C", "C", "C", "C", "C", "N", "N", "C", "C", "C", "C", "O", "C", "N", "C", "C", "C", "C", "H", "H", "H", "H", "H", "H", "H", "H", "H", "H", "H", "H", "O", "C", "C", "C", "C", "C", "C", "C", "O", "N", "O", "O", "H", "H", "H", "H", "Cl", "C", "Cl", "H", "H", "C", "C", "C", "C", "C", "C", "C", "C", "O", "B", "O", "C", "C", "H", "H", "H", "H", "H", "H", "H", "H", "H", "H", "H", "H", "C", "N", "C", "C", "O", "N", "C", "C", "H", "H", "H", "H", "H", "H", "H", "H", "H", "H", "H", "H"],
  "positions_angstrom": [[-0.5469, 1.1849, -0.7119], [7.4603, -0.1225, 1.1858], [6.5222, 0.7756, 1.7486], [6.2959, 1.9407, 1.0833], [6.9916, 2.3526, -0.0465], [6.6571, 3.5598, -0.6488], [5.6132, 4.3313, -0.1713], [4.9601, 3.9423, 0.9994], [5.3047, 2.7637, 1.6221], [5.3576, 5.5726, -0.8492], [4.2142, 5.9883, -1.0622], [3.0493, 5.1785, -0.8661], [2.0204, 5.7599, -0.1705], [0.8562, 5.0532, 0.1740], [0.7003, 3.7317, -0.1934], [-0.3301, 2.9898, 0.1464], [1.7442, 3.1344, -0.9840], [1.5579, 1.8324, -1.3547], [2.4015, 1.2705, -2.1841], [3.4885, 1.9686, -2.7387], [3.7207, 3.2531, -2.3420], [2.8745, 3.8638, -1.3861], [7.4169, -1.0242, 1.7908], [8.4727, 0.2883, 1.2214], [7.2020, -0.3657, 0.1518], [7.8000, 1.7645, -0.4534], [7.1990, 3.9023, -1.5208], [4.1863, 4.5707, 1.4205], [4.8179, 2.4496, 2.5357], [2.1507, 6.7838, 0.1561], [0.0616, 5.5344, 0.7276], [2.2028, 0.2380, -2.4505], [4.1143, 1.4874, -3.4759], [4.5320, 3.8194, -2.7765], [-2.0600, -0.2033, -1.1458], [-0.7804, -0.8681, -1.6419], [-0.6463, -0.5709, -3.0859], [-0.3397, -1.5329, -4.0302], [-0.1621, -1.1683, -5.3596], [-0.3340, 0.1384, -5.7850], [-0.6355, 1.1111, -4.8493], [-0.7535, 0.7905, -3.4927], [-0.9168, 1.7300, -2.5762], [0.1889, -2.1952, -6.3331], [0.2608, -1.8741, -7.5051], [0.3977, -3.3232, -5.9213], [-0.8842, -1.9309, -1.4340], [-0.2348, -2.5720, -3.7480], [-0.2163, 0.3779, -6.8311], [-0.7514, 2.1456, -5.1425], [-1.2282, 0.7888, 3.9052], [-1.9746, 2.0428, 2.9067], [-2.5744, 1.4314, 1.3607], [-1.2488, 2.8208, 2.6886], [-2.8368, 2.4165, 3.4486], [-6.2740, -5.7201, 1.9265], [-7.2366, -4.6189, 1.4764], [-8.0874, -4.2058, 2.6859], [-8.1545, -5.1849, 0.3845], [-6.4925, -3.4059, 0.9151], [-7.1841, -2.2099, 0.7048], [-6.5818, -1.0686, 0.1817], [-5.2479, -1.1629, -0.1324], [-4.4085, -0.2041, -0.6564], [-3.1806, -0.8465, -0.7541], [-3.2407, -2.1720, -0.3417], [-4.5526, -2.3439, 0.0534], [-5.1376, -3.4735, 0.5737], [-6.8381, -6.5247, 2.3995], [-5.5493, -5.3453, 2.6508], [-5.7308, -6.1532, 1.0865], [-8.5005, -5.0926, 3.1683], [-8.9248, -3.5716, 2.3978], [-7.4881, -3.6639, 3.4185], [-8.7424, -6.0175, 0.7751], [-7.5709, -5.5456, -0.4635], [-8.8439, -4.4233, 0.0194], [-8.2367, -2.1599, 0.9458], [-7.1347, -0.1541, 0.0236], [-4.5518, -4.3690, 0.7055], [3.0985, -1.9219, 1.5547], [1.7084, -1.4958, 1.6136], [0.7702, -2.4239, 1.0053], [1.3659, -0.1764, 1.6695], [0.4304, 0.2747, 0.9750], [2.0619, 0.6233, 2.5143], [1.9017, 2.0657, 2.4451], [2.7833, 0.1307, 3.6722], [3.2914, -2.3661, 0.5744], [3.3214, -2.6690, 2.3194], [3.7704, -1.0774, 1.6750], [0.9056, -3.4004, 1.4717], [0.9348, -2.5095, -0.0707], [-0.2486, -2.0869, 1.1706], [1.0939, 2.3140, 1.7637], [2.8222, 2.5439, 2.1014], [1.6578, 2.4480, 3.4380], [2.5770, -0.9221, 3.8309], [2.4434, 0.6824, 4.5510], [3.8619, 0.2754, 3.5747]],
  "lowdin_charge": [0.946, -0.082, -0.093, -0.277, -0.011, -0.027, -0.283, -0.019, -0.005, 0.071, 0.074, -0.246, -0.022, 0.009, -0.350, -0.207, -0.127, 0.073, -0.081, -0.019, 0.012, -0.094, 0.092, 0.097, 0.095, 0.104, 0.118, 0.121, 0.104, 0.116, 0.117, 0.125, 0.111, 0.119, -0.033, -0.118, -0.184, 0.039, -0.170, -0.009, 0.007, -0.341, -0.138, -0.367, 0.056, 0.051, 0.095, 0.124, 0.115, 0.117, 0.575, -0.920, 0.727, 0.028, 0.032, -0.069, -0.561, -0.055, -0.043, -0.167, -0.029, 0.029, -0.185, 0.215, -0.776, 0.234, -0.163, 0.071, 0.084, 0.091, 0.081, 0.082, 0.073, 0.092, 0.085, 0.089, 0.082, 0.107, 0.124, 0.119, -0.044, -0.126, -0.029, -0.459, -0.079, -0.104, -0.015, -0.042, 0.096, 0.094, 0.079, 0.097, 0.087, 0.095, 0.062, 0.066, 0.097, 0.088, 0.092, 0.086]
}


[3]
{
  "formula": "C39H42BrN4Zn",
  "method": "the ωB97M-V functional and the def2-TZVPD basis",
  "orbital_gap_ev": 6.73,
  "total_charge": -1,
  "spin_multiplicity": 1,
  "energy_ha": -6083.67683,
  "de_lowest_kcal_mol": 61.5,
  "homo_energy_ev": -4.7840,
  "species": ["Zn", "C", "C", "C", "C", "C", "C", "C", "C", "C", "C", "C", "C", "N", "C", "C", "C", "C", "C", "N", "C", "C", "C", "C", "H", "H", "H", "H", "H", "H", "H", "H", "H", "H", "H", "H", "H", "H", "H", "H", "H", "H", "H", "H", "H", "H", "H", "H", "H", "H", "H", "H", "H", "C", "C", "C", "C", "C", "C", "N", "N", "C", "C", "C", "C", "C", "C", "H", "H", "H", "H", "H", "H", "H", "H", "H", "Br", "C", "C", "C", "C", "C", "C", "H", "H", "H", "H"],
  "positions_angstrom": [[0.2445, -0.1453, -0.5717], [-2.6292, -0.6781, 4.9911], [-2.2281, -1.8057, 4.0368], [-3.0546, -1.7945, 2.7552], [-0.7092, -1.9181, 3.8651], [-0.1213, -2.7700, 4.8027], [1.2266, -3.0616, 4.8083], [2.0109, -2.5141, 3.8131], [1.4801, -1.6466, 2.8674], [2.4143, -1.1681, 1.7842], [2.7422, -2.3047, 0.8142], [3.6968, -0.5268, 2.3094], [0.1103, -1.2678, 2.8987], [-0.4296, -0.2434, 2.0551], [-0.2950, 1.0332, 2.6125], [-0.4362, 2.3996, 0.4067], [-1.0950, 3.6095, 0.5059], [-1.9239, 3.6515, -0.6342], [-1.7371, 2.4543, -1.3186], [-0.7999, 1.6961, -0.6909], [-2.3110, 2.0323, -2.6519], [-1.1953, 2.0589, -3.7056], [-2.8903, 0.6183, -2.5688], [-3.4210, 2.9960, -3.0734], [-3.6975, -0.7384, 5.2172], [-2.4370, 0.3025, 4.5628], [-2.0759, -0.7516, 5.9308], [-2.4949, -2.7372, 4.5481], [-2.7122, -1.0174, 2.0813], [-4.1094, -1.6268, 2.9921], [-2.9708, -2.7533, 2.2391], [-0.7652, -3.2246, 5.5498], [1.6499, -3.7210, 5.5564], [3.0656, -2.7639, 3.7604], [1.8773, -0.4070, 1.2351], [3.2710, -3.1090, 1.3344], [3.3803, -1.9413, 0.0031], [1.8370, -2.7255, 0.3737], [4.3703, -1.2715, 2.7431], [3.4807, 0.2236, 3.0715], [4.2290, -0.0369, 1.4899], [0.4316, 1.1087, 3.4335], [-1.0169, 4.3294, 1.3052], [-2.5883, 4.4558, -0.9102], [-0.3858, 1.3836, -3.4205], [-0.7761, 3.0639, -3.7941], [-1.5780, 1.7505, -4.6837], [-2.1280, -0.1154, -2.3104], [-3.3267, 0.3296, -3.5301], [-3.6703, 0.5615, -1.8050], [-3.0401, 4.0127, -3.1931], [-4.2228, 3.0171, -2.3320], [-3.8457, 2.6800, -4.0298], [-3.8651, 3.0982, 3.8124], [-3.8872, 2.2672, 2.6970], [-2.7386, 1.6108, 2.2945], [-1.5534, 1.7734, 3.0044], [-1.5330, 2.6127, 4.1088], [-2.6853, 3.2755, 4.5172], [0.4223, 1.8900, 1.4547], [1.6611, 1.8681, 1.4676], [2.3241, 1.9266, 0.2104], [3.4299, 2.7671, 0.1195], [4.1772, 2.7614, -1.0439], [3.8361, 1.8722, -2.0583], [2.7600, 1.0077, -1.9061], [1.9464, 0.9931, -0.7647], [-4.7680, 3.6077, 4.1274], [-4.8023, 2.1430, 2.1308], [-2.7383, 0.9823, 1.4126], [-0.6094, 2.7352, 4.6653], [-2.6606, 3.9188, 5.3887], [3.6837, 3.4136, 0.9510], [5.0270, 3.4235, -1.1522], [4.4260, 1.8418, -2.9676], [2.5446, 0.3176, -2.7171], [-2.5723, -5.8121, -2.7521], [-1.7431, -4.2134, -2.1215], [-2.2394, -3.5890, -0.9918], [-1.6261, -2.4224, -0.5495], [-0.5271, -1.8536, -1.1987], [-0.0629, -2.5333, -2.3307], [-0.6544, -3.7008, -2.8026], [-3.0900, -4.0049, -0.4666], [-2.0164, -1.9377, 0.3372], [0.7935, -2.1516, -2.8802], [-0.2755, -4.2041, -3.6830]],
  "lowdin_charge": [0.726, -0.051, -0.362, -0.072, -0.115, -0.070, -0.099, -0.060, -0.139, -0.402, -0.053, -0.068, -0.156, 0.043, -0.250, -0.346, -0.048, -0.052, -0.280, 0.074, -0.554, -0.045, -0.045, -0.073, 0.077, 0.046, 0.079, 0.113, 0.025, 0.078, 0.073, 0.104, 0.092, 0.103, 0.041, 0.076, 0.077, 0.068, 0.068, 0.076, 0.073, 0.146, 0.100, 0.087, 0.070, 0.086, 0.078, 0.046, 0.082, 0.088, 0.077, 0.084, 0.078, -0.096, -0.067, -0.051, -0.212, -0.056, -0.093, 0.052, 0.178, -0.293, -0.042, -0.106, -0.105, -0.124, -0.132, 0.094, 0.103, 0.113, 0.113, 0.095, 0.105, 0.093, 0.093, 0.083, 0.663, -0.705, -0.140, -0.129, -0.250, -0.144, -0.155, 0.092, 0.057, 0.083, 0.089]
}